Here is a structure of composition C39H45CoN5OP2S2 from the OMol25 dataset. Energies are from ωB97M-V/def2-TZVPD.

Summary:
**Net charge**: +2
**HOMO energy (alpha / beta)**: -0.4478 / -0.4478 Eh
**Multiplicity**: 4
**Strongest force on any atom**: 0.57 eV/Å
**Energy above the lowest of the compared OMol25 structures with the same formula, charge and spin**: 9.52 kcal/mol
**Gap between HOMO and LUMO (alpha / beta)**: 7.1 / 6.7 eV

XYZ file:
```
95
Properties=species:S:1:pos:R:3:forces:R:3:mulliken_spin:R:1
Co -1.209 0.147 -0.308 -0.5 0.1 -0.3 2.65
C 5.970 -1.248 2.891 0.0 0.0 0.0 0.00
S 4.736 -2.493 3.325 0.1 0.1 0.0 0.00
C 3.533 -1.424 4.157 0.0 0.0 0.0 0.00
C 2.542 -0.758 3.211 0.0 0.0 0.0 0.00
C 1.697 -1.781 2.473 -0.1 0.1 0.0 0.01
N 0.653 -1.158 1.632 0.0 -0.3 0.1 -0.04
P 0.831 -1.019 -0.034 -0.1 -0.1 0.1 0.06
C 2.471 -0.347 -0.315 0.0 0.2 -0.1 0.00
C 3.598 -1.167 -0.329 0.1 0.0 0.0 0.00
C 4.860 -0.600 -0.427 0.0 0.0 0.0 0.00
C 5.001 0.778 -0.518 0.0 0.0 0.0 0.00
C 3.880 1.600 -0.520 0.0 -0.1 0.0 0.00
C 2.617 1.037 -0.422 0.0 0.0 0.0 0.01
C 0.831 -2.673 -0.757 0.1 0.0 0.0 0.01
C 0.347 -3.761 -0.039 0.0 0.0 0.0 0.01
C 0.289 -5.015 -0.632 0.0 0.0 0.0 0.00
C 0.701 -5.180 -1.947 0.0 0.0 0.0 0.00
C 1.174 -4.092 -2.673 0.0 0.0 0.0 0.00
C 1.239 -2.841 -2.080 0.0 0.0 0.0 0.01
P -1.022 -0.964 2.050 0.4 0.2 0.0 0.07
C -1.039 -1.307 3.820 -0.2 -0.1 0.0 0.02
C -1.372 -2.606 4.209 0.0 0.0 0.0 0.00
C -1.358 -2.955 5.551 0.0 0.0 0.0 0.00
C -1.032 -2.003 6.507 0.0 0.0 0.0 0.00
C -0.723 -0.703 6.125 0.0 0.0 0.0 0.00
C -0.728 -0.350 4.785 0.0 0.0 0.0 0.00
C -1.213 0.877 1.961 0.1 -0.2 0.2 -0.03
C -2.516 1.392 2.002 0.0 0.0 -0.1 0.02
C -2.723 2.763 2.017 0.0 0.0 0.0 0.00
C -1.635 3.628 1.980 0.0 0.0 0.0 0.01
C -0.338 3.130 1.922 0.0 0.0 0.0 0.00
C -0.126 1.759 1.911 0.0 0.1 0.0 0.03
H 6.809 -1.775 2.439 0.0 0.0 0.0 0.00
H 6.325 -0.739 3.785 0.0 0.0 0.0 0.00
H 5.588 -0.520 2.175 0.0 0.0 0.1 0.00
H 4.090 -0.674 4.718 0.0 0.0 0.1 0.00
H 3.007 -2.045 4.885 0.0 0.0 0.0 0.00
H 3.081 -0.136 2.488 0.0 0.0 0.0 0.00
H 1.880 -0.098 3.780 0.0 0.0 0.0 0.00
H 1.231 -2.467 3.185 0.0 0.0 0.0 0.00
H 2.330 -2.391 1.827 0.0 0.0 0.0 0.00
H 3.498 -2.243 -0.260 0.0 0.0 0.0 0.00
H 5.734 -1.237 -0.433 0.0 0.0 0.0 0.00
H 5.989 1.214 -0.595 0.0 0.0 0.0 0.00
H 3.995 2.673 -0.603 0.0 0.0 0.0 0.00
H 1.739 1.675 -0.432 0.0 0.0 0.0 0.01
H 0.024 -3.638 0.988 0.0 0.0 0.0 0.00
H -0.066 -5.864 -0.064 0.0 0.0 0.0 0.00
H 0.667 -6.161 -2.403 0.0 0.0 0.0 0.00
H 1.509 -4.225 -3.693 0.0 0.0 0.0 0.00
H 1.626 -2.000 -2.646 0.0 0.0 0.0 0.00
H -1.644 -3.344 3.463 0.0 0.0 0.0 0.00
H -1.612 -3.963 5.850 0.0 0.0 0.0 0.00
H -1.031 -2.271 7.555 0.0 0.0 0.0 0.00
H -0.482 0.039 6.875 0.0 0.0 0.0 0.00
H -0.494 0.668 4.499 0.0 0.0 0.0 0.00
H -3.363 0.715 2.039 0.0 0.0 0.0 0.00
H -3.729 3.157 2.070 0.0 0.0 0.0 0.00
H -1.798 4.698 2.013 0.0 0.0 0.0 0.00
H 0.506 3.808 1.909 0.0 0.0 0.0 0.00
H 0.881 1.357 1.896 0.0 0.0 0.0 0.01
C -4.376 -3.755 -5.084 0.0 0.1 0.0 0.00
C -3.725 -2.515 -4.570 0.0 -0.1 0.0 0.00
C -3.299 -1.465 -5.333 0.0 0.0 -0.1 0.00
C -2.718 -0.367 -4.687 0.1 0.1 0.1 0.00
N -2.539 -0.319 -3.365 0.0 -0.1 0.0 0.01
C -2.946 -1.347 -2.630 0.0 0.1 0.2 0.00
S -2.790 -1.450 -0.918 -0.1 0.1 -0.2 0.09
N -3.538 -2.415 -3.234 -0.1 -0.1 0.0 0.01
C -2.280 0.835 -5.459 0.0 0.0 0.0 0.00
H -4.376 -3.764 -6.170 0.0 0.0 0.0 0.00
H -5.409 -3.810 -4.736 0.0 0.0 0.0 0.00
H -3.849 -4.641 -4.724 0.0 0.0 0.0 0.00
H -3.412 -1.490 -6.406 0.0 0.0 0.0 0.00
H -3.842 -3.170 -2.631 0.0 0.0 0.0 0.00
H -2.267 0.652 -6.530 0.0 0.0 0.0 0.00
H -1.293 1.150 -5.124 0.0 0.0 0.0 0.00
H -2.975 1.652 -5.252 0.0 0.0 0.0 0.00
N -1.292 1.870 -1.294 0.2 0.0 0.0 0.02
C -1.280 2.916 -1.787 0.0 0.2 0.0 0.01
N -1.263 4.082 -2.358 0.0 -0.1 -0.1 0.00
C -2.507 4.853 -2.580 0.1 -0.1 0.0 0.00
C -2.487 6.060 -1.664 0.0 0.1 0.1 0.00
O -1.313 6.820 -1.867 0.0 0.0 0.0 0.00
C -0.144 6.089 -1.561 0.0 0.1 0.0 0.00
C -0.017 4.872 -2.458 -0.1 -0.1 0.0 0.00
H -3.366 4.211 -2.397 0.0 0.0 0.0 0.00
H -2.509 5.168 -3.624 0.0 0.0 0.0 0.00
H -2.548 5.735 -0.616 0.0 0.0 0.0 0.00
H -3.332 6.711 -1.878 0.0 0.0 0.0 0.00
H -0.159 5.778 -0.507 0.0 0.0 0.0 0.00
H 0.701 6.758 -1.717 0.0 0.0 0.0 0.00
H 0.828 4.245 -2.174 0.0 0.0 0.0 0.00
H 0.098 5.172 -3.500 0.0 0.0 0.0 0.00
```
Positions in Å, forces in eV/Å.


Here is a structure of composition C10H11Cl4N5O2Tc from the OMol25 dataset. Energies are from ωB97M-V/def2-TZVPD.

Summary:
**Net charge**: +2
**HOMO energy (alpha / beta)**: -0.5358 / -0.5370 Eh
**Multiplicity**: 4
**Strongest force on any atom**: 0.59 eV/Å
**Gap between HOMO and LUMO (alpha / beta)**: 7.7 / 5.9 eV

XYZ file:
```
33
Properties=species:S:1:pos:R:3:forces:R:3:mulliken_spin:R:1
Tc 0.570 0.861 0.338 0.0 -0.5 -0.3 1.91
C -1.740 -3.000 -1.222 0.0 0.0 0.0 0.00
N -0.336 -2.862 -1.635 0.0 0.0 0.0 0.03
C 0.266 -3.897 -2.489 0.0 0.0 0.0 0.00
C 0.351 -1.804 -1.227 0.1 0.0 0.0 0.03
N -0.161 -0.860 -0.462 -0.1 0.4 0.3 -0.02
N 1.668 -1.727 -1.648 -0.1 0.0 0.1 0.00
C 2.575 -0.747 -1.366 -0.1 0.1 0.1 0.02
N 3.783 -0.902 -1.891 0.1 0.0 0.0 0.01
N 2.259 0.290 -0.613 0.3 0.0 -0.1 -0.03
H -2.137 -3.915 -1.644 0.0 0.0 0.0 0.00
H -2.339 -2.168 -1.595 0.0 0.0 0.0 0.00
H -1.821 -3.067 -0.136 0.0 0.0 0.0 0.00
H -0.482 -4.654 -2.690 0.0 0.0 0.0 0.00
H 1.100 -4.391 -1.986 0.0 0.0 0.0 0.00
H 0.578 -3.487 -3.451 0.0 0.0 0.0 0.00
H -1.128 -1.041 -0.232 0.0 0.0 0.0 0.03
H 1.990 -2.484 -2.229 0.0 0.0 0.0 0.00
H 4.033 -1.690 -2.467 0.0 0.0 0.0 0.00
H 4.506 -0.219 -1.728 0.0 0.0 0.0 0.00
H 3.043 0.923 -0.503 0.1 0.0 0.0 0.01
Cl -3.062 5.922 2.812 0.0 0.0 0.0 0.07
C -2.130 4.533 2.634 -0.1 0.1 0.1 0.17
C -1.709 3.809 3.824 -0.1 0.1 0.1 0.17
Cl -2.168 4.390 5.335 0.0 0.0 0.0 0.07
C -0.945 2.659 3.740 0.0 0.0 0.1 -0.04
Cl -0.414 1.782 5.100 0.0 0.0 0.0 -0.01
C -0.613 2.221 2.468 0.0 0.0 -0.6 0.22
O 0.117 1.158 2.207 0.0 -0.1 0.4 0.10
C -1.031 2.941 1.284 0.3 -0.5 0.2 0.22
O -0.607 2.402 0.163 -0.2 0.2 -0.2 0.11
C -1.783 4.103 1.367 -0.1 0.1 -0.1 -0.04
Cl -2.233 4.921 -0.058 0.0 0.0 0.0 -0.01
```
Positions in Å, forces in eV/Å.


Here is a structure of composition C30H26F5NOP2PdTe in a non-equilibrium geometry from the OMol25 dataset. Energies are from ωB97M-V/def2-TZVPD.

Summary:
**HOMO energy (alpha / beta)**: -0.2747 / -0.2740 Eh
**Multiplicity**: 3
**Strongest force on any atom**: 2.28 eV/Å
**Energy above the lowest of the compared OMol25 structures with the same formula, charge and spin**: 30.48 kcal/mol
**Gap between HOMO and LUMO (alpha / beta)**: 7.6 / 5.2 eV

XYZ file:
```
67
Properties=species:S:1:pos:R:3:forces:R:3:mulliken_spin:R:1
Pd 0.277 -0.032 0.755 0.7 0.0 -0.2 1.09
C 2.049 2.316 -0.526 -0.2 -0.3 -0.1 0.03
P 0.199 2.054 -0.708 0.3 0.5 0.7 0.23
C -0.364 3.479 -1.697 -0.2 -0.4 -0.3 0.04
C -1.124 4.530 -1.195 0.0 -0.1 0.0 0.02
C -1.541 5.545 -2.044 0.0 0.0 0.0 -0.01
C -1.217 5.510 -3.392 0.0 0.0 0.0 0.01
C -0.463 4.460 -3.900 0.0 0.0 0.0 0.00
C -0.047 3.443 -3.058 0.1 0.0 0.1 0.04
C -0.500 2.348 0.959 -0.1 -0.1 -0.2 -0.09
C -0.004 3.275 1.875 0.1 0.0 0.1 0.01
C -0.562 3.372 3.137 0.1 0.0 -0.1 0.01
C -1.606 2.533 3.510 0.0 -0.1 0.0 0.01
C -2.105 1.599 2.620 0.0 0.0 0.1 0.04
C -1.564 1.504 1.341 -0.2 0.5 0.0 0.06
C 2.660 1.002 -0.879 0.2 -0.2 -0.3 0.00
C 3.479 0.574 -1.912 -0.1 0.4 0.2 0.01
C 3.451 -0.843 -1.897 -0.2 -0.3 0.1 0.02
C 2.606 -1.211 -0.863 0.3 0.1 -0.3 -0.02
C 2.017 -2.502 -0.404 -0.2 0.2 0.2 -0.01
P 0.207 -2.137 -0.247 0.4 -0.5 -0.1 0.25
C -0.487 -3.436 0.802 -0.1 0.1 0.1 -0.01
C -0.091 -3.385 2.142 0.1 0.0 -0.1 0.01
C -0.593 -4.296 3.054 0.0 0.0 0.0 -0.01
C -1.507 -5.254 2.633 0.0 0.0 0.0 0.02
C -1.918 -5.297 1.309 0.0 0.0 0.0 -0.01
C -1.417 -4.386 0.389 0.0 0.1 0.0 0.02
C -0.440 -2.329 -1.929 -0.1 0.2 0.2 -0.02
C -0.233 -3.502 -2.654 0.0 0.0 0.0 0.00
C -0.731 -3.615 -3.942 0.0 -0.1 0.0 0.00
C -1.429 -2.561 -4.515 0.0 0.0 0.0 0.00
C -1.631 -1.389 -3.802 0.0 0.0 0.0 0.00
C -1.139 -1.275 -2.510 0.0 -0.1 0.0 0.04
N 2.174 -0.087 -0.232 -0.6 0.0 0.4 0.20
H 2.241 2.564 0.521 0.0 0.1 0.0 0.00
H 2.378 3.127 -1.172 0.0 0.0 0.0 0.00
H -1.384 4.559 -0.144 0.0 0.0 0.0 0.00
H -2.124 6.367 -1.649 0.0 0.0 0.0 0.00
H -1.556 6.299 -4.051 0.0 0.0 0.0 0.00
H -0.209 4.428 -4.952 0.0 0.0 0.0 0.00
H 0.537 2.613 -3.443 0.0 0.0 -0.1 0.01
H 0.830 3.912 1.607 0.0 0.0 0.0 0.01
H -0.162 4.085 3.845 0.0 0.0 0.0 0.00
H -2.018 2.590 4.508 0.0 0.0 0.0 0.00
H -2.900 0.930 2.921 0.0 0.0 0.0 0.00
H -2.041 0.861 0.604 0.0 0.0 0.0 -0.01
H 4.039 1.208 -2.582 0.0 0.0 0.0 0.00
H 3.975 -1.512 -2.561 0.0 0.0 0.0 0.00
H 2.373 -2.774 0.594 0.0 -0.1 0.0 0.00
H 2.201 -3.327 -1.089 0.0 0.0 0.0 0.00
H 0.606 -2.622 2.474 0.0 -0.1 0.0 0.00
H -0.285 -4.241 4.089 0.0 0.0 0.0 0.00
H -1.911 -5.965 3.343 0.0 0.0 0.0 0.00
H -2.643 -6.033 0.988 0.0 0.0 0.0 0.00
H -1.753 -4.411 -0.639 0.0 0.0 0.0 0.00
H 0.320 -4.323 -2.214 0.0 0.0 0.0 0.00
H -0.572 -4.528 -4.501 0.0 0.0 0.0 0.00
H -1.811 -2.652 -5.524 0.0 0.0 0.0 0.00
H -2.168 -0.565 -4.252 0.0 0.0 0.0 0.00
H -1.283 -0.361 -1.948 0.0 0.0 0.0 -0.01
F 1.343 1.830 5.012 0.0 -0.5 -0.3 0.00
Te 1.271 -0.005 4.575 0.1 -0.5 2.2 0.01
F 3.145 -0.145 4.616 -0.5 0.1 -0.3 0.00
F 1.148 -1.898 4.529 0.1 0.5 -0.1 0.00
F 1.453 -0.251 6.430 0.0 0.1 -0.4 0.00
F -0.573 -0.010 5.012 0.4 0.1 -0.4 0.00
O 1.128 0.244 2.833 -0.2 0.0 -1.0 0.00
```
Positions in Å, forces in eV/Å.